The following is a quantum chemistry calculation of a molecular structure, C3H9NO3S2 in a non-equilibrium geometry, from the Open Molecules 2025 dataset.

The geometry in XYZ format:
```
18
C3H9NO3S2 | the Open Molecules 2025 dataset | ωB97M-V/def2-TZVPD
C 2.5600 -1.1235 0.7840
C -1.5578 2.0498 -1.6950
C 1.3124 -1.3839 0.0346
N 0.4115 -2.0048 0.7299
O -0.2751 1.8069 1.7161
O -1.4142 0.1222 0.2750
O -0.3557 1.9989 -0.8671
S 1.0844 -0.8390 -1.5567
S -0.1924 0.8794 0.2934
H 2.5980 -0.0848 0.7951
H 2.4600 -1.7186 1.7428
H 3.5049 -1.3274 0.2451
H -1.5346 1.5269 -2.6429
H -1.6719 3.0767 -2.0259
H -2.4481 1.7842 -1.2226
H 0.7545 -2.6742 1.4204
H -0.5018 -2.1245 0.3834
H -1.0518 1.9171 2.2969
```

Output
* HOMO energy: -8.306 eV
* lowest unoccupied orbital energy: 0.020 Eh
* energy relative to the best compared isomer or geometry (same formula, charge and spin): 0.6881 eV
* electronic energy: -32558.071 eV